Entry 1:
Here is a 4-piece molecular cluster, C21H19F24NO7P overall in a non-equilibrium geometry from OMol25. Energies are from ωB97M-V/def2-TZVPD.

Calculated values
LUMO energy = -4.662 eV
DFT total energy = -112409.641 eV
Orbital gap = 7.13 eV
Maximum force = 0.0745 hartree/bohr
Multiplicity = 1
Net charge = +1

XYZ file:
```
73
Properties=species:S:1:pos:R:3:forces:R:3
C -1.4047 -2.7396 -2.7090 -0.16 -0.04 0.53
O -2.6010 -5.2707 -1.3416 -0.57 0.99 -0.11
C -0.5185 -1.3707 -0.4442 -1.42 1.73 0.21
H 1.0009 1.0338 -0.1694 0.00 0.44 0.15
O -1.0668 -0.4017 2.2180 -0.50 0.68 -1.56
H 4.2578 5.0615 -4.4034 -0.11 -0.13 -0.11
F 6.4955 1.7572 2.9790 -0.13 -0.11 0.11
H -1.9460 -2.5660 0.6576 0.14 0.18 -0.18
H 3.7588 5.2410 -2.7588 -0.25 -0.12 0.12
H 3.9099 0.6642 0.3101 0.14 -0.08 -0.11
C -8.2723 0.2984 1.9715 -0.42 0.51 -0.04
H 3.0420 0.7450 -3.4227 0.20 -0.03 0.20
H 1.3181 6.2361 -2.6470 0.12 -0.04 -0.01
H -6.5390 -4.0145 0.0362 0.03 -0.07 0.19
H -7.3648 -1.5324 3.8210 -0.22 0.06 -0.22
H 8.3809 0.5081 1.3431 -0.12 0.15 0.05
H -5.6768 -1.2312 3.5996 0.04 0.05 -0.16
F 5.3994 -1.3465 -0.3874 -0.38 0.10 -0.07
C 1.0488 5.3586 -3.2408 -0.51 0.50 0.05
F -7.5859 -2.3449 -0.1967 0.11 0.12 0.18
F 5.6252 -0.7053 4.0885 -0.02 0.03 -0.23
P 0.1089 -0.5142 1.0897 2.73 -2.26 1.47
F 2.2228 0.7914 -1.5769 0.14 -0.06 0.03
O 6.4962 0.1128 0.8315 -0.64 -0.05 0.64
C -6.8249 -0.1408 2.2042 0.41 -0.51 -0.24
C 4.1058 -0.0739 1.0896 -0.41 0.35 0.09
F 1.4383 1.8878 -3.2960 -0.05 0.01 0.21
F 4.6607 2.0825 -1.8926 -0.21 -0.44 0.04
F 1.7565 3.9983 -5.0500 -0.15 -0.06 0.17
C 7.5368 -0.0039 1.8046 0.53 -0.08 -0.43
H -1.6982 -3.2518 -3.6216 -0.08 0.04 0.32
C -7.4226 -3.4107 1.9265 0.28 0.33 1.14
C 3.5296 2.6074 -2.4106 0.95 1.27 -0.19
N -0.0355 -1.1161 -1.6800 -0.01 0.03 0.61
C 7.3208 0.7016 3.1595 -0.32 0.38 -0.59
F -8.5086 -4.2991 0.0211 0.00 -0.07 0.29
C -0.4620 -1.7617 -2.7763 0.36 -0.26 -1.07
F 0.7808 4.3288 -2.4055 0.18 -0.16 -0.04
F -8.9794 -0.6227 1.2933 0.15 -0.18 0.02
F 2.3091 6.0983 -5.0441 -0.03 0.19 0.30
H -0.0355 -1.4865 -3.7412 0.10 0.09 0.43
O -6.3537 -2.6283 2.3530 -0.52 0.31 -0.66
O 3.8890 3.2995 -3.5432 -0.94 -0.28 0.26
C -3.0049 -4.1376 -1.3667 0.70 -1.12 0.39
C 3.5450 4.6844 -3.6709 0.60 0.33 -0.11
F -8.2876 1.4309 1.2294 0.24 0.01 0.08
C 5.4404 -0.7784 0.8430 1.35 -0.09 -0.07
C -1.9510 -3.0261 -1.4362 -0.57 -0.11 -0.57
F -0.0971 5.6338 -3.9002 0.16 -0.03 -0.16
C 6.8373 -0.1643 4.3253 0.11 -0.09 0.65
F 6.7159 0.5966 5.4368 0.13 0.14 -0.14
C 2.5776 1.4558 -2.7377 0.00 -0.06 -0.76
H 7.5482 -0.9672 4.5396 0.05 0.02 -0.12
F -6.1742 -0.2814 1.0223 -0.12 0.03 -0.08
H -1.0235 -1.2316 2.7166 0.17 0.28 0.21
F -8.5785 -2.9463 2.4253 -0.13 -0.06 -0.28
O -4.3143 -3.8182 -1.3278 0.94 0.51 -0.01
F 3.0920 -0.9832 1.1047 0.29 -0.12 -0.22
C -1.5129 -2.3405 -0.3158 -0.08 -0.40 -0.09
H 0.6778 -0.4005 -1.7737 -0.08 -0.01 -0.19
O 0.7481 0.9520 0.7624 -1.66 -0.59 -0.26
F -6.2050 0.8769 2.8633 -0.25 0.04 0.15
F 4.0918 0.5558 2.2744 0.15 -0.08 0.03
F 8.5269 1.2146 3.5240 0.08 -0.32 0.13
C -7.4559 -3.5480 0.4036 0.01 -0.24 -0.66
F 3.0265 3.4285 -1.4743 -0.28 -0.36 0.17
F 5.6615 -1.7752 1.7135 -0.38 -0.05 0.04
F -7.2382 -4.6338 2.4633 0.04 -0.12 -0.33
H 7.8655 -1.0361 1.9242 -0.24 -0.04 0.19
H -8.7765 0.5062 2.9194 0.11 -0.06 0.06
C 2.1511 5.0129 -4.2450 0.32 -0.59 -0.33
H -4.3804 -2.8493 -1.3334 -0.39 -0.11 -0.02
C -6.6024 -1.4098 3.0519 0.32 -0.23 0.53
```
Forces are in eV/Å.

The computed Mulliken charges, all in e, follow:
1. C -0.687
2. O -0.473
3. C 0.665
4. H 0.377
5. O -0.415
6. H 0.403
7. F -0.263
8. H 0.353
9. H 0.336
10. H -0.239
11. C 0.065
12. H 0.313
13. H 0.284
14. H 0.124
15. H 0.330
16. H 0.405
17. H 0.421
18. F -0.307
19. C 0.082
20. F -0.221
21. F -0.210
22. P 0.381
23. F -0.166
24. O -0.331
25. C 0.918
26. C 0.682
27. F -0.288
28. F -0.288
29. F -0.269
30. C -0.723
31. H 0.501
32. C 0.787
33. C 0.762
34. N 0.330
35. C 0.873
36. F -0.266
37. C -0.208
38. F -0.193
39. F -0.209
40. F -0.316
41. H 0.420
42. O -0.371
43. O -0.395
44. C 0.284
45. C -0.732
46. F -0.267
47. C 0.757
48. C 0.162
49. F -0.265
50. C 0.076
51. F -0.265
52. C 0.160
53. H 0.282
54. F -0.268
55. H 0.412
56. F -0.282
57. O -0.353
58. F -0.243
59. C -0.378
60. H -0.196
61. O -0.520
62. F -0.337
63. F -0.245
64. F -0.321
65. C 0.333
66. F -0.291
67. F -0.276
68. F -0.299
69. H 0.317
70. H 0.293
71. C 0.866
72. H 0.370
73. C -0.747


Entry 2:
Here is C21H19FN4Rh as an isolated structure from OMol25. Energies are from ωB97M-V/def2-TZVPD.

Calculated values
LUMO energy = -4.734 eV
DFT total energy = -33763.802 eV
Orbital gap = 6.89 eV
Maximum force = 0.0152 hartree/bohr
Multiplicity = 1
Net charge = +1

XYZ file:
```
46
Properties=species:S:1:pos:R:3:forces:R:3
N -0.0577 2.4430 0.3051 -0.02 0.02 0.26
C -0.0347 -0.3665 -1.4325 0.02 -0.15 -0.09
C 3.3717 0.8684 -1.5138 -0.02 -0.06 0.01
H 4.4481 0.8386 -1.5010 -0.01 0.00 0.00
C -1.2662 0.2288 -1.6691 -0.18 0.02 0.13
H 1.0542 -2.2876 -2.9863 -0.01 -0.01 0.00
H -1.0827 -1.6808 0.6743 0.00 -0.01 0.00
C 2.4949 -0.1834 -1.3149 0.06 0.01 -0.07
H -2.7214 -1.4424 -1.7528 -0.01 0.01 0.01
C -2.7338 1.8187 -2.1590 -0.01 0.02 -0.01
C -0.5737 -3.7099 0.2185 0.00 0.01 0.01
C 0.0360 -4.5630 -0.6974 0.00 -0.05 0.01
H -1.3802 0.1463 2.5508 0.00 0.01 0.00
C 1.2648 0.8312 2.9929 0.00 0.00 0.00
H -4.4975 0.4948 -2.3305 0.01 0.00 0.00
H 1.0825 -4.7254 -2.5630 0.00 0.00 0.00
H 0.2688 2.7455 4.7232 0.00 -0.01 0.00
H -1.0250 -4.1169 1.1129 0.00 0.00 0.00
H -0.6321 3.7079 3.5470 0.01 0.00 0.00
C -1.2534 1.0388 3.1639 0.00 0.01 0.00
C 1.1829 0.3152 -1.4726 0.15 0.02 -0.04
N -1.4532 1.5884 -1.8902 0.03 -0.13 -0.10
H 2.1942 1.3336 2.7254 0.00 -0.01 0.00
C -0.0076 -1.8317 -1.1772 -0.01 0.07 0.02
H -2.1165 1.6893 3.0250 0.00 -0.01 0.00
H 1.3256 0.5298 4.0383 -0.01 0.00 0.00
C -0.6006 -2.3488 -0.0288 -0.04 0.01 0.00
C 0.6198 -4.0529 -1.8540 0.01 0.00 -0.01
H 1.1330 3.5690 3.4216 -0.01 0.00 0.00
C 0.2166 3.0364 3.6744 0.00 -0.02 -0.02
H 2.7459 -1.2131 -1.1189 0.01 0.02 0.03
C -3.4471 0.6070 -2.1217 0.02 -0.05 -0.01
C -0.0020 2.1594 1.4114 -0.06 -0.03 0.00
H -3.0917 2.8125 -2.3837 0.00 -0.01 -0.01
H 2.9135 3.0109 -1.9946 -0.01 0.01 0.01
N 1.3017 1.6649 -1.7681 -0.08 0.06 -0.23
C 0.0611 -5.9813 -0.4460 0.01 0.04 -0.01
H -1.2177 0.7342 4.2094 0.01 0.00 0.00
C 0.0564 1.7658 2.8260 0.05 0.00 0.03
N 0.0840 -7.1113 -0.2439 0.00 0.02 0.00
F -0.3459 3.8218 -3.2579 0.04 -0.08 -0.58
H 1.1593 -0.0653 2.3807 0.01 0.01 0.00
C 2.5915 2.0020 -1.7813 0.01 -0.05 -0.01
C -2.5373 -0.3826 -1.8201 -0.02 0.02 -0.06
C 0.6032 -2.6890 -2.0878 0.05 0.00 -0.01
Rh -0.1317 2.9495 -1.6338 0.05 0.28 0.73
```
Forces are in eV/Å.

The computed Mulliken charges, all in e, follow:
1. N 0.068
2. C 1.250
3. C -1.150
4. H 0.491
5. C 0.174
6. H 0.560
7. H 0.698
8. C -0.370
9. H 0.577
10. C -0.318
11. C -0.868
12. C 0.584
13. H 0.151
14. C -1.495
15. H 0.473
16. H 0.480
17. H 0.416
18. H 0.472
19. H 0.396
20. C -1.335
21. C 0.104
22. N 0.276
23. H 0.401
24. C -0.478
25. H 0.409
26. H 0.433
27. C -0.222
28. C -0.917
29. H 0.403
30. C -1.701
31. H 0.614
32. C -1.140
33. C -0.403
34. H 0.480
35. H 0.491
36. N 0.058
37. C -0.161
38. H 0.423
39. C 1.977
40. N -0.462
41. F -0.648
42. H 0.272
43. C -0.358
44. C -0.403
45. C -0.218
46. Rh 0.515


Entry 3:
Here is C21H19ILaN4O2S as an isolated structure from OMol25. Energies are from ωB97M-V/def2-TZVPD.

Calculated values
LUMO energy = -3.973 eV
DFT total energy = -51934.707 eV
Orbital gap = 6.72 eV
Maximum force = 0.0168 hartree/bohr
Multiplicity = 1
Net charge = +1

XYZ file:
```
49
Properties=species:S:1:pos:R:3:forces:R:3
C 2.2807 2.9578 1.1765 -0.21 0.09 -0.02
H -0.2386 -5.6731 -3.4242 0.01 -0.01 0.00
C -1.2571 -2.5983 -2.5006 0.12 -0.13 -0.01
H 1.9166 -2.6062 -1.3655 0.00 0.01 0.00
H -4.3017 -1.3896 -2.9943 -0.03 -0.03 -0.03
C -3.1671 3.2868 2.4260 -0.18 0.04 0.06
O -0.7347 1.8136 -0.3765 0.35 -0.16 -0.06
C 5.0000 -0.1191 0.3604 0.13 0.03 0.05
H 4.8300 2.8820 1.9138 0.03 0.00 0.01
S -2.9838 -0.4621 1.3300 0.09 0.17 0.17
C -2.8212 1.1270 1.9969 -0.29 -0.38 -0.36
H 2.6316 3.8212 1.7294 0.03 0.00 0.01
C -3.5940 -2.2098 -3.1083 0.16 0.00 0.04
O -2.3528 -1.7415 -2.5354 0.00 0.42 0.21
I -4.8632 2.0011 -1.8447 -0.10 0.07 -0.07
H 0.3010 3.7270 0.9305 -0.05 -0.01 -0.02
N 1.0821 -0.4766 -0.8936 -0.04 0.78 0.38
H -3.4508 -2.4329 -4.1639 -0.04 0.00 0.01
H 5.7073 -0.9075 0.1393 0.00 -0.01 0.00
C 0.9910 2.9153 0.7468 0.28 -0.08 0.01
C 0.5208 1.7974 0.0126 -0.61 -0.03 -0.11
N -1.9484 1.5213 2.9285 0.00 0.14 0.12
C 3.7110 -0.2322 -0.0852 -0.19 0.05 -0.03
La -2.2764 0.4727 -1.2740 -0.54 0.11 0.17
H -3.6322 4.2498 2.3251 0.01 0.03 0.05
H -2.2116 -4.2307 -3.5231 -0.01 0.01 0.00
H -1.5817 3.3699 3.9620 0.01 0.04 -0.01
H -3.9438 -3.0857 -2.5649 -0.03 0.01 -0.02
C 3.1966 1.9080 0.9085 0.15 -0.05 0.02
N -3.5809 2.1977 1.6923 0.31 -0.23 -0.04
C 2.7615 0.7805 0.1799 0.23 0.12 0.12
C -0.0894 -2.1269 -1.8901 0.11 0.40 0.08
H -4.2899 2.1657 0.9647 -0.04 0.13 0.07
C -0.9219 0.6840 3.5368 -0.05 0.05 -0.09
H 1.8423 -4.8717 -2.3463 0.01 0.00 0.01
N -0.0622 -0.7796 -1.3257 0.17 -0.69 -0.35
H -0.4411 0.0947 2.7590 -0.01 -0.04 0.04
H -0.1905 1.3395 4.0004 0.01 -0.03 0.03
C 1.0191 -2.9632 -1.8446 -0.07 -0.10 -0.01
C -2.1665 2.8558 3.2217 0.09 0.08 -0.11
C -0.1901 -4.6829 -2.9937 -0.10 0.00 -0.03
H 3.4185 -1.1000 -0.6550 -0.01 0.01 0.00
C 0.9719 -4.2329 -2.3921 0.00 0.00 0.00
C -1.3125 -3.8669 -3.0498 0.09 0.01 0.04
C 5.4265 1.0026 1.0939 -0.02 -0.04 -0.03
H 6.4499 1.0717 1.4350 0.01 0.00 0.00
H -1.3685 0.0291 4.2812 0.04 -0.05 0.00
C 1.3803 0.7166 -0.2593 0.29 -0.66 -0.21
C 4.5337 2.0006 1.3595 -0.12 -0.01 -0.04
```
Forces are in eV/Å.

The computed Mulliken charges, all in e, follow:
1. C -0.901
2. H 0.404
3. C 0.896
4. H 0.400
5. H 0.206
6. C -0.586
7. O -0.782
8. C -0.796
9. H 0.408
10. S -0.454
11. C -0.239
12. H 0.385
13. C -0.859
14. O -0.190
15. I -0.597
16. H 0.515
17. N 0.316
18. H 0.369
19. H 0.414
20. C -0.425
21. C 0.930
22. N 0.356
23. C -0.287
24. La 1.461
25. H 0.443
26. H 0.431
27. H 0.463
28. H 0.403
29. C 0.898
30. N 0.188
31. C 0.732
32. C 0.025
33. H 0.143
34. C -0.835
35. H 0.409
36. N -0.549
37. H 0.309
38. H 0.323
39. C 0.245
40. C -0.211
41. C -0.680
42. H 0.339
43. C -1.073
44. C -0.657
45. C -0.554
46. H 0.406
47. H 0.316
48. C -0.542
49. C -0.916


Entry 4:
Here is one molecule with the formula C21H19N in a non-equilibrium geometry from OMol25. Energies are from ωB97M-V/def2-TZVPD.

Calculated values
LUMO energy = 0.681 eV
DFT total energy = -23575.731 eV
Orbital gap = 7.85 eV
Maximum force = 0.0544 hartree/bohr
SMILES string = CN1c2ccc3ccccc3c2[C@@H]2C[C@H]1Cc1ccccc12
Multiplicity = 1
Net charge = 0

XYZ file:
```
41
Properties=species:S:1:pos:R:3:forces:R:3
H -0.0448 5.0065 2.8838 0.00 -0.23 -0.24
H -0.8355 -1.8628 1.6665 -0.08 0.03 -0.47
C 0.0388 0.7107 1.1498 1.05 0.82 0.85
H 1.9876 -0.7429 4.1985 -0.02 -0.02 -0.76
H 2.6611 1.1076 3.2555 0.18 0.19 0.03
C 2.2047 -0.8648 -2.5383 -0.73 0.58 -0.28
H -3.0985 3.9132 0.1015 -0.06 -0.09 0.07
H 2.1326 -2.9589 -0.6467 0.13 0.68 0.04
N 1.6106 -0.9435 2.0412 0.63 0.00 0.05
H 3.0897 -1.4845 -2.7722 -0.60 0.41 0.23
C -0.4813 4.2701 2.2052 -1.33 1.15 -0.14
C 1.1753 0.3945 1.9190 -1.47 -1.02 -0.19
H 2.9880 -1.9590 3.3316 -0.70 0.31 0.12
H 1.7133 3.4137 3.4265 0.06 0.04 0.03
C 1.7885 1.3864 2.6856 -0.59 1.84 0.81
H -0.5961 -2.4158 -0.0498 -0.30 -0.29 0.05
C 2.0844 -1.9169 -0.2564 -0.07 -0.05 0.81
C -2.2237 3.6464 0.6819 -0.28 -0.57 -0.44
H 3.1153 -1.5875 0.0524 -0.89 -0.44 -0.37
C 0.3791 -0.1803 -1.0889 0.57 0.51 -1.36
C -1.7004 2.3887 0.5958 -0.65 -0.14 -1.09
H -2.2035 1.6980 -0.0846 0.23 0.06 0.36
C -1.6274 4.5931 1.4926 0.81 0.67 1.05
C 1.7039 0.0276 -3.5036 0.59 -0.43 -0.78
H 1.3345 -2.9278 1.4754 0.11 -0.46 0.42
C -0.0578 0.7694 -2.0581 1.03 -1.37 -0.45
H 1.2460 -2.2286 3.6643 -0.02 -0.21 0.05
H 2.1897 0.0304 -4.4951 -0.20 0.15 0.62
C 1.9805 -1.4763 3.3734 0.49 -0.09 -0.55
C 1.2330 2.6743 2.8018 1.69 -2.22 0.21
C -0.4234 -0.3023 0.1661 0.02 -0.92 0.49
C -0.2794 -1.7253 0.7253 0.57 0.15 0.11
H -1.4452 -0.1623 -0.1157 -0.73 0.20 0.03
H -2.1205 5.5565 1.5787 0.36 0.06 0.10
C 0.0761 2.9935 2.1144 -0.35 -0.15 -0.60
C 1.5383 -0.9754 -1.3074 -0.30 0.64 -0.39
C -0.5235 2.0218 1.2638 0.42 -0.77 0.06
C 0.5901 0.8456 -3.2958 0.22 -0.16 0.87
H -0.9408 1.3688 -1.9230 -0.15 0.07 0.39
C 1.2022 -1.9614 1.0304 0.13 1.47 0.08
H 0.2346 1.5558 -4.0492 0.23 -0.40 0.19
```
Forces are in eV/Å.

The computed Mulliken charges, all in e, follow:
1. H 0.355
2. H 0.380
3. C 0.406
4. H 0.482
5. H 0.605
6. C -0.810
7. H 0.393
8. H 0.485
9. N 0.122
10. H 0.400
11. C -0.771
12. C 0.158
13. H 0.302
14. H 0.401
15. C -0.864
16. H 0.502
17. C -1.192
18. C -0.848
19. H 0.339
20. C 0.554
21. C -0.444
22. H 0.225
23. C -0.603
24. C -0.405
25. H 0.624
26. C -0.445
27. H 0.315
28. H 0.309
29. C -1.296
30. C -1.276
31. C 0.297
32. C -1.492
33. H 0.863
34. H 0.370
35. C 0.902
36. C 0.768
37. C 0.554
38. C -0.811
39. H 0.245
40. C -0.505
41. H 0.409